Entry 1:
Computed, not measured: 2 unconnected molecules or ions with the total composition C3H4BrCl, with wB97M-V/def2-TZVPD.

The orbital gap comes out at 10.62 eV. Its SMILES is C#CCl.CBr. As for the total charge: 0.

Last column: natural (NBO) charge in e.
Geometry (Å):
1 C -1.3337 -0.6190 -1.6648  -0.23
2 C -1.7869 -0.7215 -0.5551  -0.14
3 C 1.1480 0.6064 0.9265  -0.67
4 Cl -2.4276 -1.0789 0.8920  0.14
5 Br 2.2468 -0.3449 -0.3513  -0.03
6 H -0.7830 -0.2300 -2.4111  0.23
7 H 1.2771 0.2409 1.9945  0.24
8 H 1.4596 1.6422 0.8622  0.22
9 H 0.1997 0.5049 0.3071  0.25

---

Entry 2:
Computed, not measured: C3H4BrClN2O in the gas phase, with wB97M-V/def2-TZVPD.

The orbital gap (spin up / spin down) comes out at 9.64 / 5.90 eV. As for the total charge: 0.

Last column: natural (NBO) charge in e.
Geometry (Å):
1 C -0.5023 0.7543 -0.4974  0.66
2 C -1.1134 -0.0970 0.5872  -0.39
3 C 1.6064 -0.0591 0.2138  -0.08
4 N 0.9114 0.7554 -0.5162  -0.62
5 N -0.9584 -1.2983 -0.1049  -0.33
6 O -1.1141 1.3467 -1.3601  -0.56
7 Cl -2.3004 -2.2599 -0.5144  0.16
8 Br 3.5126 -0.1436 -0.0585  0.04
9 H -0.4965 -0.1510 1.5043  0.22
10 H -2.1473 0.2412 0.6598  0.24
11 H 1.2418 -0.6403 1.0767  0.22
12 H 1.3601 1.5518 -0.9904  0.44

---

Entry 3:
Computed, not measured: 2 unconnected molecules or ions with the total composition C3H4BrClS, with wB97M-V/def2-TZVPD.

The orbital gap (spin up / spin down) comes out at 7.42 / 7.37 eV. As for the total charge: 0.

Last column: natural (NBO) charge in e.
Geometry (Å):
1 C 2.5338 -0.6779 -0.1265  -0.10
2 C 3.8557 -0.5587 -0.0521  -0.28
3 C -0.5364 0.5211 0.5641  -0.73
4 S 1.0261 1.4830 0.1001  0.02
5 Cl 4.8576 -2.0422 -0.3343  0.01
6 Br 4.7732 0.9954 0.1557  0.20
7 H 1.7551 -1.4107 0.0271  0.22
8 H -1.3558 0.9898 -0.0876  0.23
9 H -0.8311 0.5746 1.6533  0.22
10 H -0.2256 -0.4682 0.2128  0.22

---

Entry 4:
Computed, not measured: 2 unconnected molecules or ions with the total composition C3H4BrN, with wB97M-V/def2-TZVPD.

The orbital gap comes out at 10.71 eV. As for the total charge: 0.

Last column: natural (NBO) charge in e.
Geometry (Å):
1 C -0.9233 0.0158 1.2465  0.21
2 C 0.4563 0.5284 -0.8090  -0.65
3 C -0.0233 -0.4046 0.2230  -0.33
4 N -1.6691 0.3480 2.0408  -0.27
5 Br 1.3608 -1.4905 1.0436  0.07
6 H 1.1617 0.0496 -1.5852  0.25
7 H 1.0644 1.4724 -0.3138  0.23
8 H -0.4724 0.8162 -1.3535  0.24
9 H -0.9550 -1.3352 -0.4924  0.24

---

The relative energy (zero: lowest compared OMol25 entry of this formula, charge and spin) results, record by record, are as follows: 55.4 101.3 39.7 39.3 kcal/mol.